The following is a quantum chemistry calculation of a molecular structure, C16H32BeFO13 at a distorted geometry, from the Open Molecules 2025 dataset.

```
63
Properties=species:S:1:pos:R:3:forces:R:3
Be 11.856 7.265 -14.779 -5.930 -0.887 0.784
F 9.876 6.541 -14.059 2.881 1.058 -0.904
C 9.716 2.768 -11.205 -1.918 -1.124 -0.342
C 9.854 2.194 -9.797 0.516 0.579 -0.259
C 10.207 3.451 -8.977 0.719 -0.506 -0.531
O 10.169 4.587 -9.856 -0.062 0.264 -0.450
C 9.376 4.240 -11.005 0.514 -0.919 0.642
H 8.887 2.211 -11.657 -0.034 0.306 -0.349
H 10.579 2.490 -11.809 0.252 0.753 0.012
H 10.664 1.473 -9.891 -0.042 -0.120 0.757
H 8.962 1.714 -9.403 -0.055 -0.054 -0.245
H 11.252 3.352 -8.686 -0.162 0.309 0.649
H 9.515 3.561 -8.143 0.191 0.254 0.138
H 9.596 4.819 -11.901 0.264 0.458 0.344
H 8.334 4.391 -10.707 -0.186 -0.212 -0.390
C 9.765 3.276 -14.745 -0.706 0.434 -0.290
O 11.014 2.858 -15.299 0.145 -0.281 0.081
C 11.971 3.731 -15.454 0.214 -0.031 -0.184
O 11.923 4.913 -15.155 0.304 1.389 0.313
O 12.997 3.122 -16.008 0.099 -0.663 -0.536
C 14.220 3.815 -16.196 0.108 1.048 0.601
H 9.888 3.831 -13.820 0.120 0.005 -0.060
H 9.163 2.383 -14.608 0.297 -0.138 0.150
H 9.241 3.893 -15.476 0.126 0.185 0.101
H 14.087 4.745 -16.754 -0.205 -0.083 -0.057
H 14.931 3.201 -16.736 -0.268 -0.371 0.117
H 14.594 4.080 -15.206 0.313 -0.057 -0.126
C 11.500 10.465 -17.493 1.123 -0.375 0.098
O 10.189 10.491 -16.945 -0.088 0.009 -0.368
C 9.952 9.895 -15.801 -0.258 -0.346 0.031
O 10.733 9.235 -15.134 1.440 -1.079 0.299
O 8.718 10.121 -15.438 0.110 -0.115 -0.167
C 8.223 9.457 -14.267 -1.319 0.553 0.904
H 12.236 10.200 -16.733 -0.078 0.404 0.200
H 11.714 11.439 -17.922 -0.143 0.080 0.145
H 11.663 9.710 -18.264 -0.751 -0.048 -0.105
H 8.090 8.382 -14.353 0.611 -0.038 -0.309
H 7.236 9.900 -14.134 -0.046 -0.086 -0.202
H 8.737 9.732 -13.347 0.570 -0.146 -0.309
C 12.115 11.234 -12.753 -0.139 0.877 -0.555
O 11.129 10.632 -11.922 0.026 0.209 -0.006
C 11.035 9.316 -11.932 -0.241 -0.254 -0.271
O 11.768 8.558 -12.537 0.829 -0.699 -0.847
O 10.016 8.971 -11.196 -0.428 0.597 0.003
C 9.753 7.610 -10.903 0.681 -1.437 0.585
H 11.896 11.075 -13.810 0.216 -0.622 0.061
H 13.131 10.968 -12.475 -0.060 -0.246 -0.031
H 11.985 12.311 -12.658 0.032 -0.058 0.521
H 10.626 7.151 -10.433 -0.009 0.208 0.184
H 9.551 6.952 -11.746 -0.241 0.698 -0.486
H 8.939 7.598 -10.185 -0.053 0.133 -0.108
C 12.203 6.047 -19.248 1.028 0.059 -0.913
O 10.803 6.248 -19.168 0.045 -0.129 0.157
C 10.275 6.654 -18.034 -0.715 -0.918 0.780
O 10.844 7.013 -17.021 1.174 0.634 0.554
O 8.978 6.489 -18.109 -0.971 0.132 -0.941
C 8.134 6.911 -17.037 0.514 0.560 1.450
H 12.738 6.056 -18.302 -0.350 0.281 0.157
H 12.598 6.786 -19.946 0.100 0.240 0.355
H 12.428 5.099 -19.739 -0.546 -0.191 0.171
H 8.411 6.375 -16.128 0.023 -0.012 0.009
H 7.071 6.786 -17.217 0.216 -0.483 -0.808
H 8.266 7.973 -16.825 0.201 0.013 -0.202
```
Positions in Å, forces in eV/Å.

As for the charge: +1. The maximum force comes out at 6.0 eV Å⁻¹. The HOMO-LUMO gap is 0.2045 hartree. The LUMO energy is -6.0865 eV. The total energy comes out at -1721.27795 a.u. The relative energy (zero: lowest compared OMol25 entry of this formula, charge and spin) is 0.0 kJ/mol.

Atom charges from the Mulliken analysis, given in e for atoms 1 to 8: number 1, Be, carries 1.131; number 2, F, carries -0.542; number 3, C, carries -0.394; number 4, C, carries -0.689; number 5, C, carries -0.495; number 6, O, carries -0.369; number 7, C, carries 0.677; number 8, H, carries 0.306



The following is a quantum chemistry calculation of 7 unconnected molecules or ions with the total composition C16H32Br12O at a distorted geometry, from the Open Molecules 2025 dataset.

```
61
Properties=species:S:1:pos:R:3:forces:R:3
C -0.868 0.059 -2.971 -0.192 -0.115 -0.726
C -1.895 -1.031 -2.988 -1.094 -1.210 -0.414
C -1.395 -2.070 -4.060 -0.470 1.154 1.778
O -0.546 -1.309 -4.846 0.904 1.279 -1.390
C -0.497 0.107 -4.442 0.593 -2.010 0.099
H -0.020 -0.307 -2.391 0.219 0.722 0.210
H -1.307 1.023 -2.714 0.392 -0.060 0.733
H -2.819 -0.613 -3.388 -0.241 -0.016 0.118
H -2.137 -1.501 -2.034 0.094 0.067 0.122
H -2.265 -2.464 -4.586 0.122 -0.134 -0.297
H -0.808 -2.883 -3.633 -0.159 -0.233 0.165
H -1.192 0.674 -5.062 0.066 0.186 0.061
H 0.548 0.387 -4.575 -0.204 0.342 -0.337
Br 3.671 3.647 4.003 0.254 -1.594 -0.433
C 3.887 1.774 3.259 -0.557 -0.512 -0.355
C 3.360 0.686 4.195 0.303 0.257 -0.006
Br 3.695 -1.174 3.348 -0.377 1.717 0.762
H 4.897 1.548 2.918 0.036 0.642 0.609
H 3.283 1.731 2.352 -0.090 0.457 0.017
H 2.292 0.812 4.373 0.031 -0.417 -0.247
H 3.855 0.734 5.165 0.159 -0.486 -0.200
Br 6.113 0.776 0.756 -0.447 -0.383 -1.020
C 4.621 0.436 -0.566 0.067 0.138 0.958
C 4.367 -1.046 -0.717 0.622 -0.081 0.260
Br 3.070 -1.336 -2.120 -0.159 0.046 -0.254
H 4.888 0.935 -1.497 0.038 -0.103 0.243
H 3.775 0.915 -0.071 0.040 0.129 -0.353
H 3.944 -1.512 0.173 0.126 0.206 0.014
H 5.285 -1.569 -0.988 -0.197 -0.028 -0.100
Br -2.717 2.585 0.515 0.022 1.241 -0.422
C -2.415 4.505 0.111 1.030 0.857 0.129
C -1.293 4.695 -0.904 -0.319 -1.384 -1.249
Br -0.885 6.546 -1.379 -0.252 -0.438 0.420
H -2.093 5.048 0.999 -0.474 -0.440 0.367
H -3.329 4.949 -0.283 -0.034 -0.349 0.191
H -1.624 4.212 -1.823 -0.058 0.327 -0.254
H -0.363 4.159 -0.716 -0.062 0.498 0.673
Br 2.030 -4.217 0.420 -0.873 -0.147 -0.393
C 0.364 -4.155 -0.678 -0.235 -0.857 -0.514
C -0.755 -5.132 -0.157 0.489 1.340 0.166
Br -2.520 -4.678 -1.001 1.088 -0.159 0.465
H 0.659 -4.411 -1.695 0.170 -0.311 0.163
H 0.107 -3.100 -0.761 -0.410 -0.192 0.652
H -0.838 -4.991 0.921 -0.408 0.122 -0.150
H -0.601 -6.198 -0.325 0.261 0.329 -0.399
Br 0.850 1.847 0.131 0.568 -0.132 -0.153
C 0.879 0.037 0.838 0.235 -0.057 0.957
C -0.550 -0.414 0.891 -0.743 -0.557 -0.277
Br -0.809 -1.983 2.086 0.218 0.568 -0.506
H 1.330 0.087 1.829 -0.176 0.201 0.018
H 1.544 -0.608 0.263 -0.308 0.147 -0.369
H -0.895 -0.675 -0.109 0.003 -0.370 0.085
H -1.275 0.327 1.227 0.490 -0.003 0.325
Br -4.355 1.427 5.129 0.428 -0.955 -1.620
C -3.789 0.427 3.385 -0.645 1.124 -0.045
C -4.879 0.627 2.294 0.732 -0.835 0.207
Br -4.308 -0.460 0.676 -0.364 0.259 0.951
H -3.604 -0.618 3.633 -0.411 0.190 0.143
H -2.837 0.879 3.109 -0.208 0.127 0.083
H -4.995 1.607 1.832 0.244 -0.012 0.652
H -5.836 0.246 2.653 0.125 -0.093 -0.314
```
Positions in Å, forces in eV/Å.

As for the charge: 0. The maximum force comes out at 2.2 eV Å⁻¹. The HOMO-LUMO gap is 0.3542 hartree. The LUMO energy is -0.0328 eV. As for the SMILES: C1CCOC1.BrCCBr.BrCCBr.BrCCBr.BrCCBr.BrCCBr.BrCCBr. The total energy comes out at -31592.21354 a.u. The relative energy (zero: lowest compared OMol25 entry of this formula, charge and spin) is 133.0 kJ/mol.

Atom charges from the Mulliken analysis, given in e for atoms 1 to 8: number 1, C, carries 0.588; number 2, C, carries -0.404; number 3, C, carries -0.320; number 4, O, carries -0.457; number 5, C, carries -0.587; number 6, H, carries -0.431; number 7, H, carries 0.173; number 8, H, carries 0.336



The following is a quantum chemistry calculation of a molecular structure, C16H32Cl2NiO12 at a distorted geometry, from the Open Molecules 2025 dataset.

```
63
Properties=species:S:1:pos:R:3:forces:R:3
Ni 0.023 -0.107 -0.194 -0.643 -0.097 -0.079
Cl 0.192 -1.509 -2.075 -0.149 0.052 0.114
Cl -0.399 1.176 1.758 0.082 0.020 -0.115
C 1.451 4.490 -0.017 0.128 -0.087 -1.239
C 2.479 3.379 0.026 0.186 0.906 1.507
O 2.790 2.798 -1.242 -0.130 -0.237 0.043
C 2.039 1.768 -1.610 0.139 0.170 -0.071
O 0.990 1.475 -1.095 -0.199 0.182 0.361
O 2.530 1.092 -2.617 -0.059 -0.060 -0.318
C 3.760 1.489 -3.206 0.861 -0.542 -0.628
H 1.703 5.206 -0.807 0.116 0.071 0.165
H 1.423 5.016 0.932 -0.162 -0.104 0.121
H 0.486 4.076 -0.298 -0.192 0.018 0.372
H 2.158 2.670 0.792 -0.040 -0.541 -0.548
H 3.429 3.776 0.388 0.062 0.011 -0.253
H 4.529 1.711 -2.470 -0.159 0.132 0.101
H 3.665 2.302 -3.925 -0.327 0.208 0.320
H 4.093 0.624 -3.782 -0.122 -0.022 0.125
C 2.679 -4.100 -1.276 0.782 -0.114 0.755
C 3.104 -2.721 -0.823 -0.110 0.285 -0.907
O 3.043 -2.665 0.612 -0.042 -0.282 0.229
C 2.410 -1.660 1.166 0.818 0.314 0.268
O 1.843 -0.774 0.561 -0.395 0.196 0.152
O 2.628 -1.688 2.471 -0.535 -0.588 -0.184
C 1.758 -0.929 3.329 0.891 0.819 0.297
H 3.257 -4.853 -0.730 -0.091 -0.004 0.049
H 2.922 -4.256 -2.324 -0.438 0.164 -0.152
H 1.628 -4.228 -1.028 -0.064 -0.113 -0.440
H 2.440 -1.982 -1.275 0.047 -0.046 0.276
H 4.125 -2.456 -1.099 0.113 -0.260 0.060
H 1.780 0.126 3.063 -0.276 -0.101 -0.290
H 2.249 -1.001 4.299 -0.331 -0.271 0.077
H 0.738 -1.297 3.335 -0.002 -0.131 -0.117
C -2.140 4.366 -1.645 -0.542 0.193 -0.236
C -2.487 3.358 -0.569 1.431 0.350 0.792
O -3.381 2.341 -1.007 -0.202 0.077 -0.094
C -2.884 1.125 -1.160 -0.343 -0.323 -0.408
O -1.751 0.771 -0.972 0.412 0.137 0.144
O -3.847 0.341 -1.608 -0.220 0.283 -0.229
C -3.570 -1.053 -1.730 0.090 -0.676 -0.007
H -1.957 5.336 -1.182 0.073 -0.011 0.045
H -3.012 4.492 -2.292 0.129 0.056 -0.094
H -1.270 4.125 -2.251 -0.058 -0.291 -0.014
H -2.914 3.882 0.286 -0.554 -0.232 -0.131
H -1.587 2.885 -0.165 -0.072 -0.054 -0.098
H -4.166 -1.436 -2.555 -0.312 0.168 0.144
H -3.870 -1.504 -0.785 0.021 -0.252 -0.175
H -2.537 -1.312 -1.972 0.121 0.499 0.252
C -2.992 -1.258 3.774 -0.162 -0.204 -0.621
C -3.344 -0.945 2.336 -0.537 -0.325 -0.440
O -3.293 -2.191 1.561 0.100 0.044 0.274
C -2.098 -2.490 1.080 -0.129 -0.504 0.322
O -1.274 -1.701 0.702 0.615 0.430 -0.054
O -1.924 -3.807 1.092 0.192 0.090 -0.071
C -0.650 -4.231 0.553 -0.651 -0.485 -0.297
H -3.244 -0.391 4.380 0.282 -0.044 0.209
H -1.946 -1.552 3.855 0.093 0.312 0.179
H -3.590 -2.118 4.079 -0.087 0.100 0.185
H -2.712 -0.205 1.848 0.088 0.039 0.210
H -4.394 -0.668 2.248 0.059 0.188 0.041
H 0.173 -3.836 1.141 0.047 0.177 -0.108
H -0.616 -3.954 -0.499 0.352 0.275 0.090
H -0.665 -5.317 0.617 0.000 0.034 0.143
```
Positions in Å, forces in eV/Å.

As for the charge: 0. The maximum force comes out at 1.8 eV Å⁻¹. The HOMO-LUMO gap (spin up / spin down) is 0.3464 / 0.3436 hartree. The LUMO energy (spin up / spin down) is 0.6259 / 0.6259 eV. Its multiplicity is 3. The total energy comes out at -3960.56375 a.u. The relative energy (zero: lowest compared OMol25 entry of this formula, charge and spin) is 40.1 kJ/mol.

Atom charges from the Mulliken analysis, given in e for atoms 1 to 8: number 1, Ni, carries 1.429; number 2, Cl, carries -0.566; number 3, Cl, carries -0.544; number 4, C, carries -0.760; number 5, C, carries -0.011; number 6, O, carries -0.394; number 7, C, carries 0.397; number 8, O, carries -0.205



The following is a quantum chemistry calculation of a molecular structure, C16H32FMnO8 at a distorted geometry, from the Open Molecules 2025 dataset.

```
58
Properties=species:S:1:pos:R:3:forces:R:3
Mn 0.299 0.721 -0.594 1.029 -1.713 0.705
F 1.500 0.126 0.961 -0.669 0.701 -1.028
O 0.611 -0.566 -2.452 -1.000 -0.299 0.580
C 0.020 -1.592 -2.802 0.600 0.375 -1.518
O -1.198 -1.617 -3.333 1.018 -0.848 0.317
C -1.878 -0.406 -3.623 -1.270 0.014 -0.578
C -3.114 -0.758 -4.501 1.764 -0.376 -0.563
C 0.720 -2.911 -2.922 -0.025 -0.718 0.420
H -1.210 0.272 -4.157 -0.032 0.012 0.235
H -2.197 0.002 -2.693 -0.122 0.657 0.803
H -3.937 -0.077 -4.358 -0.073 0.418 -0.102
H -3.484 -1.773 -4.337 0.182 0.124 0.271
H -2.704 -0.732 -5.530 -0.858 0.037 0.306
H 0.141 -3.749 -3.290 -0.549 0.268 -0.144
H 1.104 -3.222 -1.972 0.125 0.015 0.931
H 1.621 -2.893 -3.517 0.125 0.704 -0.447
O 1.818 1.989 -1.344 -0.182 1.121 0.384
C 2.331 2.727 -0.480 0.982 -1.875 1.118
O 3.532 2.438 0.041 -1.893 0.361 -1.126
C 4.231 1.298 -0.611 -0.802 0.749 1.301
C 4.977 0.522 0.420 0.857 -0.411 -0.495
C 1.605 3.838 0.229 0.827 -0.819 -0.969
H 4.849 1.850 -1.278 0.744 -0.211 -0.895
H 3.511 0.646 -1.087 -0.025 0.241 -0.275
H 5.628 -0.056 -0.296 -0.364 -0.227 1.281
H 4.293 -0.109 1.043 0.777 0.505 -0.610
H 5.654 1.154 1.026 -0.472 -0.368 -0.196
H 1.716 3.642 1.273 0.054 -0.009 0.823
H 0.562 3.764 -0.066 0.021 0.716 -0.126
H 2.168 4.740 -0.002 -0.608 0.403 -0.035
O -0.877 -1.232 0.170 -0.955 -2.672 0.546
C -1.159 -2.424 0.474 0.309 0.750 -1.200
O -0.793 -3.020 1.592 0.179 0.655 -0.870
C -0.186 -2.151 2.580 1.109 0.012 0.177
C 0.472 -3.038 3.667 -1.389 0.795 0.454
C -1.945 -3.429 -0.415 1.082 1.900 -0.417
H -1.055 -1.550 2.882 0.583 0.043 0.582
H 0.621 -1.502 2.131 -1.156 -0.479 0.125
H 1.543 -3.151 3.459 -0.357 -0.018 0.292
H -0.027 -4.026 3.754 0.342 0.600 -0.160
H 0.261 -2.492 4.628 0.741 -0.681 -0.691
H -2.833 -3.730 0.113 -0.211 -0.345 0.091
H -1.292 -4.258 -0.688 -0.132 -0.190 0.408
H -2.184 -2.914 -1.355 -0.224 -0.159 0.366
O -1.530 1.582 -0.180 0.200 0.667 1.126
C -2.249 2.087 0.693 -1.228 -0.484 0.213
O -2.022 2.272 1.993 1.523 -0.331 -0.881
C -0.721 1.762 2.467 0.204 -0.824 0.678
C -0.282 2.216 3.882 0.191 -0.378 -0.581
C -3.638 2.511 0.379 -0.491 0.452 1.255
H 0.025 1.992 1.721 0.218 0.232 -0.074
H -0.834 0.660 2.458 0.213 0.603 0.044
H -0.985 1.834 4.599 -0.526 0.081 0.381
H -0.139 3.302 4.053 -0.077 -0.646 -0.407
H 0.657 1.655 4.128 -0.574 0.661 -0.500
H -3.724 2.854 -0.636 -0.033 0.524 -0.198
H -3.900 3.210 1.204 -0.132 0.050 -1.120
H -4.375 1.711 0.498 0.428 -0.362 -0.007
```
Positions in Å, forces in eV/Å.

As for the charge: +1. The maximum force comes out at 2.9 eV Å⁻¹. The HOMO-LUMO gap (spin up / spin down) is 0.3958 / 0.4120 hartree. The LUMO energy (spin up / spin down) is -2.0168 / -2.1064 eV. Its multiplicity is 6. The total energy comes out at -2481.52758 a.u.

Atom charges from the Mulliken analysis, given in e for atoms 1 to 8: number 1, Mn, carries 1.728; number 2, F, carries -0.702; number 3, O, carries -0.704; number 4, C, carries 0.759; number 5, O, carries -0.256; number 6, C, carries 0.075; number 7, C, carries -1.247; number 8, C, carries -1.193